[1]
The following is a DFT calculation (the ωB97M-V functional and the def2-TZVPD basis) of a structure of composition C45H100F6N8NaO12S6 in a non-equilibrium geometry.

## Properties
total energy: -6265.09137 a.u.
highest occupied orbital energy: -15.42 eV
ΔE to the lowest compared entry with this formula, charge and spin: 0.0 kcal per mole
gap between HOMO and LUMO: 10.002 eV
LUMO energy: -5.42 eV

Structure (ORCA input):
```
! RIJCOSX wB97M-V def2-TZVPD def2/J DEFGRID3
* xyz 3 1
Na -0.05498 -0.70510 -0.14265
C 8.08486 1.30201 2.39601
C 7.51087 -0.09249 2.51022
C 5.95223 0.01517 2.94581
N 5.22432 -1.27175 3.47293
C 5.40992 -2.46721 2.41700
C 4.48227 -2.32482 1.19126
C 3.00025 -2.02968 1.55391
C 2.78040 -0.79167 2.44099
C 3.73218 -0.84391 3.67009
C 5.70656 -1.87942 4.88367
H 9.10896 1.18706 2.04088
H 8.00572 1.75338 3.38500
H 7.57510 1.94173 1.67559
H 8.11631 -0.59507 3.26451
H 7.58490 -0.61720 1.55771
H 5.40576 0.19888 2.02076
H 5.72586 0.89880 3.54250
H 6.45133 -2.69098 2.18572
H 5.18353 -3.31097 3.06886
H 4.83722 -1.50719 0.56390
H 4.50594 -3.18933 0.52781
H 2.41182 -1.92664 0.64218
H 2.62215 -2.89837 2.09290
H 3.00114 0.11100 1.87128
H 1.70725 -0.68637 2.60023
H 3.82895 0.13548 4.13861
H 3.28544 -1.67625 4.21393
H 6.73327 -2.24481 4.90451
H 4.97665 -2.66056 5.09616
H 5.55086 -0.91782 5.37274
C -3.24747 1.96429 -0.16261
C -2.71333 2.71441 -1.42487
C -2.64407 4.16429 -1.09753
N -2.28975 5.14763 -2.25084
C -2.13055 6.55275 -1.59515
C -1.92180 7.64878 -2.61191
C -2.99335 7.60815 -3.84665
C -3.08482 6.15237 -4.45165
C -3.38795 5.10539 -3.34596
C -0.85894 4.71323 -2.85465
H -3.42470 0.92182 -0.42710
H -4.15671 2.46802 0.16550
H -2.49553 1.95402 0.62643
H -3.48642 2.60884 -2.18598
H -1.69586 2.42253 -1.68497
H -1.91423 4.19620 -0.28857
H -3.62945 4.58997 -0.90801
H -3.02635 6.71515 -0.99577
H -1.35247 6.60688 -0.83371
H -2.12341 8.60486 -2.12882
H -0.86796 7.70422 -2.88473
H -3.94228 7.91415 -3.40619
H -3.00603 8.35621 -4.63933
H -3.95323 6.02859 -5.09867
H -2.28987 5.86803 -5.14108
H -4.38594 5.19693 -2.91734
H -3.43694 4.12789 -3.82575
H -0.02723 4.63958 -2.15399
H -0.71183 5.38929 -3.69692
H -0.98032 3.76037 -3.36985
C -7.94747 0.42702 -0.09595
C -7.08175 0.58792 -1.39244
C -7.10994 -0.81177 -2.00501
N -5.97701 -1.23312 -2.99384
C -6.50589 -2.64439 -3.58159
C -5.65477 -3.13793 -4.77648
C -5.48459 -2.04408 -5.87966
C -4.82779 -0.74495 -5.23868
C -5.72515 -0.15748 -4.11560
C -4.69916 -1.58455 -2.24652
H -8.86825 -0.11085 -0.32176
H -8.22515 1.40951 0.28577
H -7.28519 -0.16305 0.53753
H -6.07744 0.85299 -1.06201
H -7.53924 1.34766 -2.02616
H -8.06687 -1.05066 -2.46906
H -7.01119 -1.56520 -1.22354
H -7.53709 -2.57975 -3.92877
H -6.55373 -3.36280 -2.76323
H -6.10141 -4.03339 -5.20865
H -4.64698 -3.43911 -4.49057
H -6.46762 -1.72398 -6.22509
H -4.83203 -2.44355 -6.65598
H -4.89380 0.05387 -5.97734
H -3.77062 -0.94090 -5.05952
H -6.61163 0.26821 -4.58575
H -5.20268 0.66994 -3.63549
H -4.82352 -2.50530 -1.67656
H -4.44054 -0.71649 -1.64016
H -4.01913 -1.57141 -3.09828
C 2.91898 2.17839 -4.91883
C 2.85467 0.64862 -4.72869
C 4.22118 0.01851 -4.34360
N 4.18481 -1.46884 -4.02347
C 5.71709 -1.86166 -3.74954
C 5.87950 -3.36180 -3.40270
C 4.93333 -3.84325 -2.27312
C 3.45442 -3.26541 -2.40387
C 3.37687 -1.80333 -2.69671
C 3.61967 -2.26534 -5.24312
H 3.24167 2.77493 -4.06554
H 1.89583 2.47474 -5.14999
H 3.37582 2.53992 -5.84008
H 2.55364 0.18693 -5.66908
H 2.11591 0.18822 -4.07268
H 4.49927 0.67406 -3.51835
H 4.94410 0.06909 -5.15782
H 5.92448 -1.13948 -2.95989
H 6.28134 -1.63810 -4.65494
H 6.91865 -3.41778 -3.07845
H 5.83215 -3.92730 -4.33333
H 5.38209 -3.72475 -1.28688
H 4.94369 -4.91347 -2.47953
H 2.88293 -3.67203 -1.56951
H 2.90141 -3.72887 -3.22085
H 3.70280 -1.20334 -1.84708
H 2.31812 -1.59456 -2.85029
H 3.74312 -3.34128 -5.11981
H 4.20863 -1.89913 -6.08402
H 2.60309 -1.93923 -5.46296
C -2.05161 -4.10846 7.01163
C -0.74805 -3.33878 7.09284
C -1.05819 -1.86711 7.51910
N 0.21188 -0.97733 7.34786
C -0.08205 0.42573 7.91366
C -1.02750 1.29333 7.10081
C -0.75684 1.35281 5.58539
C -0.55316 -0.04038 5.05956
C 0.56770 -0.72792 5.86359
C 1.47304 -1.57426 8.02451
H -2.75943 -3.68556 6.29871
H -2.42139 -4.41312 7.99069
H -1.85076 -5.10858 6.62756
H -0.26568 -3.39471 6.11699
H 0.00315 -3.82863 7.71239
H -1.25427 -1.73850 8.58358
H -1.87854 -1.50586 6.89890
H -0.56781 0.22336 8.86822
H 0.87286 0.93302 8.05117
H -2.05833 0.95331 7.20031
H -0.94194 2.31109 7.48151
H -1.64607 1.81861 5.16064
H 0.00195 2.06764 5.26703
H -1.43996 -0.66997 4.98672
H -0.13565 0.21197 4.08483
H 0.90959 -1.65514 5.40372
H 1.39580 -0.03232 5.99946
H 2.28414 -0.88758 7.78230
H 1.71520 -2.45317 7.42703
H 1.22555 -1.65678 9.08283
N 0.89016 1.32419 0.35105
S 0.77690 2.50095 1.26165
O 0.27096 3.75282 0.69939
O 1.87627 2.59078 2.23488
F -0.48534 1.94166 2.08936
S 2.16783 1.98122 -0.63974
O 3.45603 2.22566 -0.03063
O 1.89322 2.82670 -1.81956
F 2.66105 0.64341 -1.37563
N -0.12623 -1.24057 -2.43034
S -0.46905 -2.35897 -3.30544
O 0.53610 -2.79178 -4.29915
O -1.87391 -2.62829 -3.58639
F -0.07293 -3.52332 -2.26561
S -0.80223 -0.05440 -3.47770
O -2.12713 0.29760 -3.07975
O -0.49665 -0.02061 -4.90238
F 0.12264 1.14613 -3.01999
N -1.16702 -2.27934 1.26464
S -0.81145 -3.38514 2.18094
O -1.74465 -4.53715 2.33915
O -0.05386 -3.03279 3.34795
F 0.39308 -4.06666 1.34289
S -2.65880 -1.84184 2.03366
O -2.95826 -2.33235 3.33891
O -3.73242 -1.71346 1.00812
F -2.33780 -0.20876 2.28295
*
```

[2]
The following is a DFT calculation (the ωB97M-V functional and the def2-TZVPD basis) of a cluster of 6 separate species, C45H100N5O4S in total in a non-equilibrium geometry.

## Properties
total energy: -2746.36809 a.u.
highest occupied orbital energy: -9.41 eV
ΔE to the lowest compared entry with this formula, charge and spin: 218.6 kcal per mole
gap between HOMO and LUMO: 4.579 eV
LUMO energy: -4.83 eV

Structure (ORCA input):
```
! RIJCOSX wB97M-V def2-TZVPD def2/J DEFGRID3
* xyz 3 1
S -0.73701 0.13208 -0.46344
O -1.56712 -0.24895 0.71769
O -1.23847 1.42821 -0.90720
O 0.66723 0.24057 -0.07275
O -0.95397 -0.89110 -1.49936
C -1.24033 7.15621 2.55315
C -1.29523 5.81508 3.12416
C -2.32265 5.49756 4.37048
N -2.64577 3.90352 4.59557
C -3.48891 3.94134 5.90248
C -4.29552 2.56239 6.13163
C -5.16444 2.21225 4.91614
C -4.19040 2.05050 3.70396
C -3.45713 3.34954 3.34869
C -1.32545 3.12151 4.78082
H -2.11973 7.60800 2.09417
H -0.32427 7.28077 1.97573
H -1.02167 7.69288 3.47634
H -0.31509 5.51730 3.49665
H -1.39885 5.13057 2.28226
H -3.30198 5.96062 4.24970
H -1.79088 5.83439 5.26035
H -4.25677 4.65566 5.60544
H -2.78522 4.26392 6.66986
H -4.92154 2.54914 7.02384
H -3.65172 1.71871 6.38029
H -5.91175 2.96701 4.67127
H -5.52150 1.22051 5.19375
H -4.79632 1.83511 2.82387
H -3.53088 1.20721 3.90891
H -4.19452 4.04699 2.95130
H -2.71743 3.29253 2.55014
H -0.61053 3.27804 3.97305
H -1.73956 2.11551 4.71327
H -0.96946 3.45992 5.75390
C 0.22809 -4.43098 5.69769
C 0.36850 -4.32462 4.21499
C 0.54450 -5.68490 3.50899
N 0.51745 -5.54034 1.87672
C 0.92238 -6.84710 1.14019
C -0.07600 -7.93483 1.22396
C -1.50166 -7.58774 0.74489
C -1.87907 -6.34800 1.51345
C -0.90702 -5.15433 1.39624
C 1.52007 -4.44271 1.38178
H -0.07753 -3.43768 6.02642
H 1.07763 -4.77087 6.29001
H -0.55439 -5.14600 5.95183
H 1.09469 -3.52147 4.08969
H -0.61977 -3.91060 4.01498
H -0.09554 -6.54889 3.68781
H 1.54231 -6.04121 3.76493
H 1.79488 -7.15486 1.71650
H 1.22829 -6.68029 0.10738
H -0.17274 -8.39698 2.20639
H 0.32045 -8.58891 0.44736
H -2.14522 -8.44830 0.92756
H -1.43090 -7.34684 -0.31580
H -2.03890 -6.59137 2.56384
H -2.88730 -5.94392 1.42246
H -1.24338 -4.25238 1.90756
H -0.79337 -5.00690 0.32225
H 1.60017 -4.35411 0.29834
H 2.47047 -4.65441 1.87169
H 1.25350 -3.41546 1.63037
C 2.71895 5.33782 -3.91722
C 2.25177 3.91458 -4.27195
C 3.14793 3.27205 -5.30155
N 2.98091 1.76247 -5.62082
C 3.63472 0.88195 -4.49656
C 3.68328 -0.64414 -4.73190
C 4.53539 -0.89070 -5.98576
C 3.94805 -0.21114 -7.21751
C 3.67519 1.31849 -6.96363
C 1.51922 1.43129 -5.61293
H 2.36086 5.72435 -2.96303
H 2.29289 5.84802 -4.78108
H 3.80780 5.31590 -3.87210
H 1.22844 3.96377 -4.64410
H 2.36917 3.43716 -3.29912
H 4.15977 3.16796 -4.90984
H 3.07613 3.90586 -6.18542
H 4.65182 1.22262 -4.30280
H 3.11881 1.03202 -3.54818
H 4.04914 -1.18382 -3.85840
H 2.68189 -1.04564 -4.88721
H 5.54230 -0.56381 -5.72617
H 4.66184 -1.96466 -6.12256
H 4.79002 -0.39898 -7.88377
H 3.03584 -0.68490 -7.58018
H 4.57109 1.92863 -6.84879
H 3.08592 1.81376 -7.73536
H 1.19880 2.18114 -6.33622
H 1.09386 1.45755 -4.60969
H 1.31308 0.41485 -5.94829
C -4.80294 -0.46296 -7.04454
C -5.40504 -0.51357 -5.57453
C -5.33893 -1.83987 -4.82180
N -6.19194 -1.70431 -3.46588
C -5.70540 -2.86101 -2.55883
C -6.16427 -4.25699 -3.07693
C -7.68521 -4.27650 -3.45569
C -8.20095 -3.15964 -4.29995
C -7.73684 -1.79375 -3.72295
C -5.86870 -0.40934 -2.64919
H -5.58903 -0.92697 -7.64024
H -3.84818 -0.94762 -7.24858
H -4.71074 0.54631 -7.44575
H -6.38913 -0.07940 -5.39801
H -4.86623 0.29201 -5.07571
H -4.32570 -2.20868 -4.66228
H -5.73222 -2.70476 -5.35602
H -4.63113 -2.78195 -2.39210
H -6.13878 -2.82980 -1.55917
H -5.67220 -4.61289 -3.98208
H -5.97768 -5.11079 -2.42554
H -7.74838 -5.12546 -4.13641
H -8.37369 -4.46100 -2.63104
H -7.97492 -3.26841 -5.36070
H -9.28383 -3.20072 -4.18261
H -7.98514 -0.98502 -4.41027
H -8.10304 -1.56231 -2.72273
H -6.37099 0.47499 -3.04129
H -4.78185 -0.33474 -2.68523
H -6.19639 -0.64492 -1.63666
C 5.76580 5.24771 1.02365
C 5.83388 3.61610 0.91087
C 5.13693 2.99276 2.13453
N 5.80293 1.71881 2.74324
C 7.05450 2.14237 3.53500
C 7.75156 1.04980 4.36621
C 6.67589 0.31592 5.21770
C 5.36122 -0.04816 4.49140
C 4.70355 1.14873 3.78204
C 6.39540 0.80035 1.67796
H 6.45542 5.85432 1.61063
H 4.75504 5.52954 1.31864
H 5.94066 5.69827 0.04665
H 6.88789 3.35837 0.80721
H 5.30058 3.41391 -0.01801
H 4.18031 2.62497 1.76343
H 4.93496 3.74947 2.89262
H 6.84378 2.96918 4.21329
H 7.72023 2.65763 2.84260
H 8.40013 1.60275 5.04570
H 8.30598 0.42751 3.66374
H 6.36775 0.93403 6.06096
H 7.15774 -0.54902 5.67355
H 4.55121 -0.35231 5.15433
H 5.53912 -0.92267 3.86555
H 4.44681 1.99924 4.41357
H 3.82771 0.97916 3.15574
H 5.56080 0.30708 1.17973
H 6.86977 -0.00232 2.24258
H 7.16084 1.34324 1.12347
*
```

[3]
The following is a DFT calculation (the ωB97M-V functional and the def2-TZVPD basis) of a cluster of 7 separate species, C45H103BF4N5O4 in total in a non-equilibrium geometry.

## Properties
total energy: -2774.54095 a.u.
highest occupied orbital energy: -10.00 eV
gap between HOMO and LUMO: 3.654 eV
LUMO energy: -6.35 eV

Structure (ORCA input):
```
! RIJCOSX wB97M-V def2-TZVPD def2/J DEFGRID3
* xyz 3 1
C 1.71816 0.72774 -5.61445
C 2.75744 0.23003 -4.52761
N 3.19422 -1.22227 -4.82368
C 4.23165 -1.72971 -3.76261
C 2.01449 -2.19818 -4.70900
C 1.05292 -2.11798 -3.56258
C 3.82393 -1.48013 -6.26204
C 4.90596 -0.46563 -6.72045
O 5.95648 -0.31977 -5.79024
C 6.85172 0.73133 -6.01260
H 1.23906 1.68999 -5.43381
H 0.84618 0.07848 -5.69335
H 2.19081 0.75636 -6.59622
H 2.33251 0.17891 -3.52515
H 3.62582 0.88878 -4.51918
H 5.01078 -0.97030 -3.69654
H 4.64207 -2.70726 -4.01564
H 3.82332 -1.79195 -2.75390
H 2.51441 -3.16671 -4.69947
H 1.49925 -2.15012 -5.66833
H 1.60654 -2.40970 -2.67011
H 0.14684 -2.72113 -3.62033
H 0.57854 -1.14632 -3.42499
H 3.14759 -1.48013 -7.11684
H 4.13432 -2.52430 -6.30028
H 4.50885 0.54289 -6.83566
H 5.26235 -0.80258 -7.69388
H 6.49055 1.51649 -5.34839
H 7.18236 1.12129 -6.97525
H 7.80906 0.41570 -5.59790
C 1.47574 -1.65624 6.89827
C 0.34808 -0.53304 6.69176
N -0.99961 -1.19219 6.22541
C -1.51280 -2.40938 7.13889
C -2.17619 -0.15111 6.36158
C -2.41313 0.52921 7.69878
C -0.84161 -1.62617 4.71936
C -2.15325 -1.88269 3.97745
O -2.90403 -0.70111 3.66279
C -2.43794 0.05522 2.48542
H 1.18369 -2.36950 7.66902
H 2.39993 -1.12982 7.13670
H 1.76887 -2.19362 5.99639
H 0.57188 0.25908 5.97722
H 0.33016 -0.07046 7.67857
H -2.51478 -2.69990 6.82307
H -1.40244 -1.98340 8.13611
H -0.73293 -3.15720 6.99505
H -3.05650 -0.74239 6.10949
H -1.84362 0.57426 5.61906
H -1.49948 0.92603 8.14139
H -2.78165 -0.19723 8.42305
H -3.17814 1.30529 7.72256
H -0.30058 -2.57234 4.73143
H -0.30559 -0.78692 4.27613
H -2.84414 -2.49011 4.56210
H -1.87374 -2.38698 3.05242
H -3.13525 0.87337 2.30511
H -2.45175 -0.63091 1.63859
H -1.43529 0.48106 2.44708
C 4.03674 2.74518 1.59260
C 5.06936 1.66106 1.59252
C 4.38286 0.33066 1.26943
N 5.08086 -0.96494 1.64013
C 5.16753 -1.16316 3.16317
C 3.82470 -1.53865 3.85352
C 3.21645 -2.76185 3.14596
C 2.99294 -2.38328 1.65942
C 4.36570 -2.11834 0.91396
C 6.49737 -1.03102 1.07290
H 3.34763 2.59478 0.76156
H 4.50902 3.72748 1.58119
H 3.37678 2.63555 2.45315
H 5.42088 1.61773 2.62337
H 5.91452 2.02906 1.01083
H 4.10550 0.25080 0.21834
H 3.50983 0.22296 1.91313
H 5.61729 -0.28592 3.62821
H 5.94445 -1.89889 3.37102
H 3.12157 -0.71038 3.94122
H 4.01656 -1.78386 4.89811
H 2.23821 -2.88268 3.61131
H 3.82568 -3.65864 3.25864
H 2.32146 -1.53424 1.53155
H 2.46926 -3.20332 1.16810
H 4.17344 -1.86564 -0.12876
H 4.92794 -3.04983 0.97957
H 6.40798 -1.00900 -0.01320
H 6.98868 -1.87888 1.55024
H 7.14198 -0.16789 1.23897
C -8.07714 3.08421 -1.93086
C -7.65536 1.60744 -1.76850
C -6.24009 1.20213 -2.40747
N -5.87795 -0.35810 -2.19617
C -6.01321 -0.57456 -0.62116
C -5.24971 -1.82027 -0.13353
C -3.87838 -1.93213 -0.71396
C -3.89895 -1.90664 -2.19724
C -4.43305 -0.53353 -2.66341
C -6.83205 -1.33692 -2.90101
H -7.17893 3.57784 -1.55984
H -8.92484 3.47196 -1.36594
H -8.22185 3.38900 -2.96733
H -8.40969 0.93365 -2.17480
H -7.66820 1.40813 -0.69695
H -5.48164 1.94810 -2.17001
H -6.25647 1.21988 -3.49720
H -5.70109 0.33899 -0.11512
H -7.09155 -0.72909 -0.58377
H -5.07727 -1.69986 0.93598
H -5.77801 -2.77222 -0.18643
H -3.21093 -1.15731 -0.33677
H -3.51369 -2.91808 -0.42586
H -2.89868 -2.06735 -2.59940
H -4.47153 -2.74985 -2.58357
H -3.84795 0.24446 -2.17299
H -4.37093 -0.36541 -3.73856
H -7.87472 -1.01928 -2.89637
H -6.81322 -2.31190 -2.41401
H -6.65960 -1.43476 -3.97283
C 2.35951 6.38090 0.48084
C 1.37849 5.22188 0.44807
C 1.19440 4.66897 -0.94889
N 0.17541 3.59117 -1.18383
C -1.17688 4.11321 -0.72437
C -2.34454 3.16935 -1.16766
C -2.37714 2.89852 -2.70740
C -0.96000 2.31028 -3.11311
C 0.20362 3.33557 -2.70669
C 0.57729 2.36987 -0.35084
H 2.28627 6.80335 1.48297
H 2.13481 7.12912 -0.27928
H 3.36723 6.02851 0.26078
H 0.40002 5.53965 0.80824
H 1.85614 4.55773 1.16839
H 2.13842 4.22162 -1.26005
H 0.94242 5.44522 -1.67141
H -1.41354 5.08734 -1.15237
H -1.20428 4.20168 0.36169
H -3.27497 3.62384 -0.82729
H -2.33762 2.19748 -0.67417
H -2.53466 3.80482 -3.29213
H -3.19214 2.21072 -2.93280
H -0.97253 2.15544 -4.19198
H -0.78423 1.35864 -2.61152
H 0.12657 4.27266 -3.25808
H 1.22553 3.05137 -2.95778
H 0.53437 2.59140 0.71555
H 1.57403 2.04416 -0.64835
H -0.04013 1.55314 -0.72479
C -3.12158 -4.70108 1.67101
C -4.19129 -5.68814 1.22623
O -3.87766 -6.53871 0.39156
O -5.35126 -5.56568 1.76943
H -3.46649 -3.66823 1.62233
H -2.21717 -4.65957 1.06405
H -2.79464 -4.96500 2.67677
B 0.09853 -1.13759 -0.08970
F -0.59930 -2.26997 0.36201
F 1.31970 -1.45753 -0.62208
F -0.71476 -0.63669 -1.10661
F 0.26546 -0.22740 0.91844
*
```

Q: Look up the LUMO energy of the third one.
A: -6.35 eV